# 1
17
Properties=species:S:1:pos:R:3 method="wB97M-V/def2-TZVPD" total_energy_ev=-7856.1926 largest_force_ha_per_bohr=0.117 e_above_lowest_kj_mol=806.7 gap_ev=5.7
C 0.16661 0.48828 -2.03974
O -0.16404 -0.98357 -2.04262
C 0.69605 0.86508 -0.72527
C -0.14734 0.93154 0.46743
C 0.24653 -0.10161 1.77699
N -0.51485 0.25076 2.83316
H -0.81979 0.86332 -2.31873
H 0.85823 0.64970 -2.86067
H -0.00821 -1.16673 -1.07989
H 1.64092 1.35789 -0.64742
H -0.03548 -2.11885 -0.60444
H -1.17926 0.64264 0.10859
H -0.32159 1.88366 0.95082
H 0.15277 -1.14404 1.44326
H 1.30373 0.09441 1.96632
H -0.36835 -2.58121 0.13655
H -1.50592 0.06873 2.63564

***

# 2
56
Properties=species:S:1:pos:R:3 method="wB97M-V/def2-TZVPD" smiles=CCCCCc1ccc(-c2cn(CCCOCc3ccccc3)nn2)cc1 total_energy_ev=-30839.0012 largest_force_ha_per_bohr=0.023 e_above_lowest_kj_mol=231.4 gap_ev=9.0
C 0.20635 4.81432 6.63180
C -0.04992 4.04201 5.34273
C 0.73066 2.72915 5.25813
C 2.25002 2.88732 5.19266
H 2.59585 3.48536 6.03715
H 2.70172 1.89651 5.28477
C 2.74754 3.52832 3.88915
C 2.43619 2.66819 2.69926
C 3.20535 1.54075 2.43237
C 2.92151 0.72289 1.35754
C 1.85013 1.01530 0.51589
C 1.07401 2.14139 0.78140
C 1.36660 2.95340 1.85872
H 0.75772 3.82606 2.04780
H 0.24626 2.36382 0.12613
C 1.54011 0.18260 -0.63137
C 2.16609 -0.95618 -1.11480
N 1.46359 -1.29237 -2.21727
N 0.47114 -0.42783 -2.39620
N 0.50562 0.44764 -1.46756
C 1.64541 -2.42738 -3.07780
C 0.99832 -3.68733 -2.49388
C -0.52618 -3.55891 -2.39515
O -1.11077 -3.47864 -3.67860
C -1.80641 -2.26878 -3.94826
C -2.98726 -2.06132 -3.03302
C -3.03074 -0.97330 -2.17110
C -4.10594 -0.80695 -1.31434
C -5.13907 -1.72811 -1.30671
C -5.09565 -2.82021 -2.15790
C -4.02467 -2.98566 -3.01675
H -3.98062 -3.83799 -3.67932
H -5.89913 -3.54264 -2.15242
H -5.97680 -1.59767 -0.63702
H -4.13354 0.04274 -0.64793
H -2.22025 -0.25833 -2.17147
H -2.14070 -2.37673 -4.98442
H -1.13101 -1.40691 -3.87002
H -0.92482 -4.45010 -1.89354
H -0.79490 -2.68453 -1.79348
H 1.23551 -4.52775 -3.14634
H 1.40267 -3.88915 -1.49983
H 2.71696 -2.58804 -3.22637
H 1.17921 -2.19324 -4.03683
H 3.01460 -1.51667 -0.78485
H 3.53670 -0.14472 1.16856
H 4.04304 1.30599 3.07446
H 3.82969 3.66316 3.96432
H 2.29509 4.51283 3.76638
H 0.39899 2.17815 4.37476
H 0.48487 2.12451 6.13505
H -1.11516 3.80657 5.27976
H 0.19185 4.67552 4.48810
H 1.23510 5.16156 6.68477
H -0.44481 5.68408 6.68595
H 0.01021 4.18544 7.49783

***

# 3
44
Properties=species:S:1:pos:R:3 method="wB97M-V/def2-TZVPD" total_energy_ev=-50612.8750 largest_force_ha_per_bohr=0.121 charge=-1 e_above_lowest_kj_mol=755.5 gap_ev=5.4
C -2.85140 -2.32949 2.95024
C -2.89718 -0.86433 2.37135
C -2.96828 0.11886 3.58398
C -1.62379 -0.60387 1.45337
C -1.00175 0.58069 1.22290
I -0.50288 1.91988 2.84285
C -0.15771 0.89012 0.03007
C 0.21145 -0.39479 -0.90457
C -0.62411 -1.57180 -0.52659
C -1.19406 -1.72346 0.68210
O -3.94341 -0.60249 1.65452
S -0.57584 1.31901 -1.57911
C -3.41380 1.80639 -0.89482
F -3.54470 2.34615 0.34053
F -3.75944 2.76699 -1.77173
F -4.31541 0.80908 -0.99702
H -1.98680 -2.56837 3.57931
H -3.73986 -2.51171 3.57405
H -2.87461 -3.07205 2.14680
H -2.15020 -0.07298 4.28488
H -2.95668 1.12572 3.16976
H -3.94071 0.06352 4.10313
H 0.67345 1.56256 0.21339
H 0.05637 -0.40689 -2.02715
H -0.89061 -2.22986 -1.35821
H -1.37267 -2.70690 1.09870
C 2.12388 -0.45265 0.73550
C 1.68793 -0.54562 -0.74908
C 1.96178 -1.95557 -1.16493
N 2.07014 -3.07675 -1.47962
C 2.53340 0.37969 -1.66528
C 3.28213 1.47781 -1.21351
C 4.05397 2.21653 -2.13130
C 4.09737 1.86393 -3.48220
C 3.34563 0.77512 -3.92703
C 2.55592 0.05504 -3.02385
H 2.00688 0.55303 1.14583
H 1.52912 -1.13553 1.35031
H 3.17688 -0.75523 0.80792
H 3.27602 1.75564 -0.15588
H 4.63187 3.06432 -1.75883
H 4.68567 2.45011 -4.17699
H 3.37212 0.46696 -4.96993
H 1.95391 -0.78680 -3.38384

***

# 4
30
Properties=species:S:1:pos:R:3 method="wB97M-V/def2-TZVPD" smiles="O=C(Nc1cccc(B(O)O)c1)c1ccc(Cl)c(Cl)c1" total_energy_ev=-47000.5819 largest_force_ha_per_bohr=0.029 e_above_lowest_kj_mol=0.0 gap_ev=8.6
O -1.33780 0.24215 -0.08459
Cl -2.24259 3.10031 5.76244
Cl -4.41090 2.40499 3.63230
O 0.26242 -3.39845 -4.53928
O -1.56075 -2.42111 -3.22447
B -0.20331 -2.59778 -3.49194
C -0.47136 0.53023 0.71617
C 3.02734 -0.78635 -2.40186
C -0.42871 2.27806 4.04936
C 2.10881 -1.54326 -3.12935
C 0.02262 1.65710 2.89517
C -2.27832 1.39013 2.21834
C 2.60582 -0.22226 -1.21683
C 0.43126 -1.16449 -1.50964
C -1.77647 2.47382 4.24888
C -2.72682 2.07928 3.32005
C 0.84718 -1.79258 -2.65982
C -0.90047 1.17712 1.97030
C 1.28304 -0.33753 -0.79197
N 0.85388 0.23895 0.43493
H -0.34594 -3.63811 -5.24570
H -1.79926 -1.83287 -2.47637
H 3.96309 -0.58237 -2.88774
H 0.28567 2.58884 4.80088
H 2.45186 -2.04697 -4.00896
H 1.07691 1.49665 2.78128
H -2.99981 0.99386 1.52228
H 3.27432 0.35098 -0.62724
H -0.56361 -1.25377 -1.12164
H 1.55190 0.61543 1.06502

***

# 5
9
Properties=species:S:1:pos:R:3 method="wB97M-V/def2-TZVPD" smiles="O=[N+]([O-])n1nnnc1F" total_energy_ev=-15293.0789 largest_force_ha_per_bohr=0.091 e_above_lowest_kj_mol=54.9 gap_ev=10.4
C -1.00279 -0.79028 0.17279
N -1.97265 0.05200 0.23040
N -1.51878 1.22575 -0.15585
N -0.28662 1.20637 -0.37486
N 0.19598 -0.02681 -0.17414
N 1.76958 -0.06129 -0.05067
O 2.31773 -0.83090 -0.69606
O 2.13118 0.85801 0.64179
F -1.06881 -2.09912 0.31546

***

# 6
35
Properties=species:S:1:pos:R:3 method="wB97M-V/def2-TZVPD" total_energy_ev=-99618.9026 largest_force_ha_per_bohr=0.021 spin_multiplicity=2 charge=-1 e_above_lowest_kj_mol=61.8 s_squared=0.76 gap_ev="5.7 / 6.1"
Ti -0.05502 0.27459 0.05351
S -1.48557 -0.50117 -1.70720
S -2.14189 1.48355 -1.51239
S -0.68793 2.69459 -2.26558
S 1.20057 2.07096 -0.26179
C -4.23994 0.67525 1.31667
N -3.54832 1.44024 2.35108
C -4.37657 2.46440 2.95701
P -1.91392 1.37821 2.52434
O -1.42053 0.45434 1.44512
N -1.40087 0.75328 3.95452
C -1.03132 -0.66142 4.01808
C -1.95042 1.27457 5.19264
N -1.44570 2.93254 2.55892
C -0.10315 3.31484 3.02025
C -1.87154 3.77996 1.42971
H -5.10365 0.16688 1.75500
H -3.57930 -0.06032 0.86732
H -4.58949 1.34152 0.52176
H -5.22492 2.01074 3.47773
H -4.77508 3.14112 2.19234
H -3.81234 3.06212 3.66760
H -0.49409 -0.96676 3.12117
H -1.91342 -1.29885 4.15405
H -0.37073 -0.80359 4.87592
H -2.07931 2.35541 5.14132
H -1.26128 1.06275 6.01283
H -2.91850 0.81876 5.43809
H 0.16530 2.75317 3.90967
H -0.12930 4.37868 3.26682
H 0.63907 3.14323 2.23689
H -2.84896 3.46931 1.06643
H -1.16187 3.70585 0.60115
H -1.93837 4.81252 1.78021
S 1.21389 -1.24031 0.87899